[1]
C34H48IrN5O3Sb | ωB97M-V with the def2-TZVPD basis set

The geometry in XYZ format:
```
92
Properties=species:S:1:pos:R:3
Ir 0.065 -0.085 0.016
O -2.116 3.070 1.437
C -1.614 1.968 1.198
N -0.655 1.736 0.174
C -0.078 2.671 -0.626
C -0.355 4.054 -0.641
C 0.267 4.862 -1.557
C 1.170 4.329 -2.489
C 1.483 2.984 -2.492
C 0.888 2.133 -1.560
N 1.100 0.773 -1.416
C 2.106 0.037 -2.012
O 2.900 0.443 -2.832
C 2.129 -1.366 -1.514
C 3.026 -2.271 -2.060
C 3.054 -3.569 -1.594
C 2.191 -3.915 -0.558
C 1.325 -2.963 -0.063
N 1.262 -1.712 -0.534
C -1.938 0.752 1.904
C -2.943 0.748 2.887
C -3.209 -0.395 3.589
C -2.428 -1.557 3.324
C -1.476 -1.512 2.348
N -1.225 -0.411 1.601
H -1.066 4.446 0.068
H 0.047 5.920 -1.569
H 1.628 4.982 -3.220
H 2.187 2.577 -3.198
H 3.670 -1.913 -2.851
H 3.729 -4.300 -2.017
H 2.191 -4.913 -0.145
H 0.649 -3.206 0.745
H -3.476 1.674 3.052
H -3.988 -0.415 4.337
H -2.580 -2.469 3.883
H -0.874 -2.388 2.135
C -0.685 0.056 -4.630
C -1.434 -1.176 -4.137
C -0.482 -2.353 -3.972
C -2.554 -1.540 -5.099
Sb -2.179 -0.661 -2.069
C -3.704 0.995 -2.303
C -2.909 2.286 -2.477
C -4.610 0.746 -3.500
C -4.517 1.058 -1.017
C -3.192 -2.520 -1.291
C -3.982 -3.255 -2.363
C -4.099 -2.117 -0.135
C -2.047 -3.381 -0.770
H -0.216 -0.164 -5.596
H 0.107 0.355 -3.941
H -1.356 0.904 -4.778
H 0.012 -2.557 -4.928
H -1.010 -3.261 -3.677
H 0.296 -2.144 -3.236
H -2.116 -1.778 -6.075
H -3.252 -0.719 -5.247
H -3.113 -2.416 -4.770
H -2.095 2.192 -3.199
H -2.495 2.615 -1.526
H -3.578 3.074 -2.838
H -4.076 0.855 -4.444
H -5.413 1.492 -3.493
H -5.073 -0.242 -3.463
H -3.889 1.013 -0.123
H -5.256 0.259 -0.967
H -5.059 2.009 -0.985
H -4.725 -2.610 -2.836
H -4.517 -4.091 -1.901
H -3.333 -3.672 -3.134
H -5.018 -1.653 -0.492
H -3.607 -1.432 0.561
H -4.383 -3.013 0.428
H -1.354 -3.669 -1.563
H -2.447 -4.299 -0.326
H -1.489 -2.843 0.000
C 4.284 1.489 4.054
N 3.234 1.616 3.048
C 2.807 2.945 2.609
C 2.599 0.573 2.495
C 2.978 -0.830 2.887
O 1.701 0.775 1.663
H 4.607 2.482 4.347
H 5.152 0.956 3.665
H 3.922 0.979 4.947
H 3.371 3.702 3.144
H 1.743 3.083 2.800
H 2.970 3.061 1.537
H 3.752 -0.884 3.645
H 3.318 -1.354 1.993
H 2.084 -1.336 3.252
```

Values from the calculation:
* Kohn-Sham gap (spin up / spin down): 0.1699 / 0.2300 Eh
* M: 888.8 g/mol
* F_max: 1.680 eV Å⁻¹
* net charge: +1
* calculated total energy: -2168.2222 a.u.
* expectation value of S²: 6.05
* 2S+1: 5


[2]
C32H65AuN2OSbSi6 | ωB97M-V with the def2-TZVPD basis set

The geometry in XYZ format:
```
108
Properties=species:S:1:pos:R:3
Au -0.409 -0.506 0.920
C 0.109 2.657 2.123
Sb 1.402 2.101 0.509
C 1.590 -0.059 0.904
C 2.497 -0.638 -0.142
C 2.038 -1.478 -1.152
C 2.943 -2.025 -2.047
C 4.286 -1.715 -1.917
C 4.658 -0.863 -0.887
N 3.797 -0.336 -0.024
Si 2.413 -0.192 2.653
C 3.653 1.172 2.975
C 3.220 -1.870 2.751
C 1.119 -0.075 4.025
C 0.731 3.302 -1.236
C -0.070 2.368 -2.091
C -0.728 2.799 -3.249
C -1.441 1.886 -4.001
C -1.493 0.560 -3.589
C -0.824 0.219 -2.432
N -0.127 1.094 -1.702
Si -0.263 4.848 -0.681
C -0.273 6.161 -2.019
C -2.042 4.343 -0.348
C 0.503 5.654 0.833
Si 2.385 3.690 -2.164
C 2.098 4.294 -3.907
C 3.358 4.949 -1.182
C 3.351 2.093 -2.283
H -0.045 1.778 2.741
H -0.841 3.011 1.733
H 0.579 3.442 2.712
H 0.985 -1.714 -1.210
H 2.602 -2.685 -2.834
H 5.030 -2.124 -2.586
H 5.698 -0.585 -0.751
H 4.423 1.193 2.204
H 4.131 1.007 3.944
H 3.177 2.157 3.022
H 4.089 -1.940 2.097
H 2.524 -2.666 2.484
H 3.549 -2.050 3.778
H 1.128 0.908 4.503
H 1.347 -0.809 4.801
H 0.103 -0.274 3.678
H -0.674 3.835 -3.549
H -1.954 2.205 -4.899
H -2.039 -0.186 -4.148
H -0.849 -0.799 -2.058
H -0.892 5.903 -2.879
H 0.726 6.413 -2.375
H -0.696 7.068 -1.580
H -2.327 3.450 -0.908
H -2.715 5.147 -0.652
H -2.229 4.157 0.712
H 1.578 5.482 0.913
H 0.035 5.332 1.761
H 0.359 6.734 0.758
H 1.455 5.170 -3.985
H 1.682 3.506 -4.536
H 3.072 4.563 -4.325
H 2.884 5.932 -1.174
H 4.350 5.064 -1.623
H 3.501 4.632 -0.146
H 2.694 1.227 -2.415
H 3.960 1.918 -1.394
H 4.026 2.123 -3.141
C -3.199 0.568 1.741
O -2.555 -0.625 1.279
Si -3.110 -2.186 1.742
C -2.938 -2.297 3.589
C -4.932 -2.225 1.347
C -2.027 -3.271 0.705
Si -0.633 -4.340 1.373
C -0.143 -3.974 3.141
C 0.924 -4.150 0.353
C -1.229 -6.116 1.277
Si -2.656 -3.605 -1.037
C -3.477 -2.071 -1.761
C -3.906 -5.003 -0.932
C -1.311 -4.137 -2.225
H -4.282 0.448 1.691
H -2.905 1.390 1.090
H -2.905 0.790 2.769
H -3.684 -1.655 4.064
H -1.952 -2.000 3.945
H -3.123 -3.316 3.934
H -5.497 -1.745 2.150
H -5.307 -3.246 1.262
H -5.161 -1.711 0.414
H 0.062 -2.914 3.306
H 0.778 -4.522 3.358
H -0.894 -4.295 3.863
H 1.358 -3.156 0.478
H 0.763 -4.313 -0.711
H 1.664 -4.880 0.694
H -2.200 -6.243 1.759
H -0.515 -6.771 1.782
H -1.320 -6.457 0.244
H -4.563 -2.127 -1.668
H -3.251 -1.991 -2.827
H -3.145 -1.150 -1.276
H -4.499 -4.966 -0.018
H -3.409 -5.974 -0.962
H -4.595 -4.952 -1.779
H -0.509 -3.401 -2.323
H -1.758 -4.274 -3.213
H -0.864 -5.088 -1.933
```

Values from the calculation:
* Kohn-Sham gap (spin up / spin down): 0.2942 / 0.2371 Eh
* M: 981.1 g/mol
* energy above the lowest of the compared OMol25 structures with the same formula, charge and spin: 13.8 kcal/mol
* F_max: 0.383 eV Å⁻¹
* net charge: +1
* calculated total energy: -3555.9140 a.u.
* expectation value of S²: 2.01
* 2S+1: 3


[3]
CH3NOS | ωB97M-V with the def2-TZVPD basis set

The geometry in XYZ format:
```
7
Properties=species:S:1:pos:R:3
C -0.220 0.723 -0.546
N -0.689 -0.387 -0.321
O 0.230 -0.413 2.114
S -1.019 -0.862 1.532
H -0.044 1.114 -1.617
H 0.001 1.396 0.317
H -0.910 -2.273 1.328
```

Values from the calculation:
* Kohn-Sham gap: 0.3517 Eh
* M: 77.1 g/mol
* energy above the lowest of the compared OMol25 structures with the same formula, charge and spin: 73.3 kcal/mol
* F_max: 4.332 eV Å⁻¹
* calculated total energy: -567.9839 a.u.


[4]
C14H24BrI4NO3P | ωB97M-V with the def2-TZVPD basis set

The geometry in XYZ format:
```
48
Properties=species:S:1:pos:R:3
C 1.447 4.156 -0.904
C 0.729 2.928 -1.646
I 1.636 2.419 -3.511
C -0.379 2.232 -1.096
I -0.905 3.159 0.851
C -1.150 1.020 -1.765
C -2.295 1.208 -2.859
I -1.911 2.565 -4.496
C -3.758 1.610 -2.301
C -3.771 2.996 -1.484
I -4.968 2.026 -4.115
C -1.969 0.386 -0.502
N -0.805 -0.243 0.235
C 0.180 -0.714 -0.523
C -0.418 -0.423 -1.991
P 0.562 -0.865 -3.530
O 1.090 -2.482 -3.210
Br -0.755 -1.013 -5.375
H 0.746 5.015 -0.707
H 1.910 3.707 0.025
H 2.297 4.574 -1.531
H -2.444 0.176 -3.330
H -4.320 0.773 -1.800
H -4.230 2.872 -0.461
H -2.741 3.476 -1.450
H -4.425 3.755 -2.027
H -2.678 1.037 0.074
H -2.675 -0.480 -0.763
H -0.780 -0.296 1.268
H 1.130 -1.230 -0.225
H -1.225 -1.247 -2.015
H 0.757 -3.054 -3.933
C 1.142 -1.800 4.906
O 1.092 -1.594 3.498
C 2.342 -1.158 2.967
C 3.093 -2.303 2.299
O 3.500 -3.278 3.248
C 2.650 -4.419 3.255
H 0.251 -2.357 5.200
H 2.023 -2.371 5.204
H 1.139 -0.835 5.423
H 2.956 -0.689 3.742
H 2.115 -0.397 2.211
H 4.004 -1.904 1.842
H 2.491 -2.758 1.504
H 2.861 -5.042 2.380
H 1.594 -4.142 3.266
H 2.867 -4.997 4.154
```

Values from the calculation:
* Kohn-Sham gap: 0.2113 Eh
* M: 872.8 g/mol
* F_max: 3.946 eV Å⁻¹
* net charge: +1
* calculated total energy: -4934.0235 a.u.


[5]
C23H43Cl17F4GaO2 | ωB97M-V with the def2-TZVPD basis set

The geometry in XYZ format:
```
90
Properties=species:S:1:pos:R:3
C -3.514 1.679 1.098
C -3.900 1.340 -0.344
C -3.193 0.087 -0.887
Cl -3.188 0.177 -2.699
Ga -1.246 -0.123 -0.247
C -1.201 -1.088 1.578
O -2.512 -1.439 2.167
C -3.092 -2.540 1.759
F -2.682 -3.005 0.567
F -2.910 -3.582 2.644
F -4.435 -2.371 1.688
C -0.275 -1.407 -1.561
C 1.147 -1.111 -1.834
O 1.848 -1.481 -2.733
F 1.753 -0.317 -0.893
H -2.493 2.053 1.172
H -3.655 0.811 1.747
H -4.179 2.465 1.471
H -4.990 1.220 -0.408
H -3.616 2.176 -0.993
H -3.770 -0.794 -0.596
H -0.500 1.284 -0.178
H -0.772 -0.401 2.311
H -0.559 -1.974 1.572
H -0.308 -2.421 -1.147
H -0.792 -1.427 -2.523
Cl 4.466 2.408 -4.599
C 4.256 0.653 -4.324
C 5.233 -0.164 -5.124
Cl 4.917 -0.084 -6.879
H 3.227 0.400 -4.563
H 4.412 0.475 -3.262
H 5.145 -1.209 -4.831
H 6.255 0.166 -4.960
Cl 8.039 7.910 -4.529
C 7.233 6.369 -4.929
C 6.706 5.669 -3.705
Cl 8.028 5.091 -2.655
H 7.951 5.750 -5.460
H 6.406 6.601 -5.598
H 6.126 4.797 -4.001
H 6.074 6.322 -3.109
Cl -8.044 -2.589 -0.306
C -7.756 -3.179 1.351
C -8.306 -4.565 1.562
Cl -10.093 -4.605 1.522
H -8.204 -2.468 2.041
H -6.679 -3.188 1.507
H -8.006 -4.932 2.540
H -7.944 -5.253 0.803
Cl 0.226 2.327 2.909
C 1.531 2.742 1.767
C 1.450 4.188 1.343
Cl 0.034 4.482 0.307
H 1.457 2.067 0.917
H 2.471 2.566 2.288
H 2.333 4.459 0.766
H 1.380 4.842 2.209
Cl -4.932 -7.568 6.457
C -3.865 -6.772 5.262
C -4.253 -5.344 4.996
Cl -5.817 -5.225 4.146
H -3.896 -7.362 4.350
H -2.855 -6.807 5.666
H -3.510 -4.877 4.355
H -4.333 -4.772 5.916
Cl -0.947 -7.903 3.547
C -1.690 -9.511 3.354
C -1.974 -10.173 4.678
Cl -0.479 -10.623 5.540
H -1.022 -10.112 2.743
H -2.625 -9.367 2.814
H -2.535 -11.091 4.513
H -2.551 -9.524 5.333
Cl -2.916 5.083 1.241
C -4.244 6.136 0.701
C -5.099 5.462 -0.343
Cl -4.223 5.238 -1.878
H -3.810 7.057 0.318
H -4.851 6.371 1.574
H -5.969 6.080 -0.561
H -5.434 4.483 -0.008
Cl 12.117 7.726 -3.165
C 11.648 6.011 -3.023
C 12.475 5.120 -3.912
Cl 12.134 5.391 -5.641
H 10.591 5.931 -3.258
H 11.797 5.726 -1.982
H 12.238 4.078 -3.701
H 13.539 5.278 -3.756
```

Values from the calculation:
* Kohn-Sham gap: 0.2686 Eh
* M: 1100.0 g/mol
* F_max: 0.908 eV Å⁻¹
* net charge: -1
* calculated total energy: -11200.2867 a.u.


[6]
C6H16N3OP | ωB97M-V with the def2-TZVPD basis set

The geometry in XYZ format:
```
27
Properties=species:S:1:pos:R:3
C 3.454 1.015 0.013
C 1.954 1.422 -0.168
C 3.034 -0.447 -0.244
C 1.643 -0.078 -0.531
C -4.053 -0.917 -0.274
C 0.472 -1.903 0.313
N -1.824 2.141 0.818
N -3.034 -0.366 0.632
N 0.600 -0.491 0.410
O -2.535 0.983 -1.386
P -1.937 0.678 -0.074
H 4.200 1.446 -0.652
H 3.700 1.125 1.062
H 1.432 1.858 0.631
H 1.756 1.936 -1.096
H 3.634 -0.858 -0.990
H 3.088 -1.098 0.752
H 1.333 -0.341 -1.676
H -4.905 -0.218 -0.290
H -3.459 -0.869 -1.211
H -4.391 -2.034 0.103
H 0.263 -2.166 -0.746
H 1.371 -2.448 0.641
H -0.338 -2.461 0.901
H -1.646 2.888 0.173
H -0.987 2.098 1.381
H -2.825 -0.893 1.509
```

Values from the calculation:
* Kohn-Sham gap (spin up / spin down): 0.3199 / 0.2628 Eh
* M: 177.2 g/mol
* energy above the lowest of the compared OMol25 structures with the same formula, charge and spin: 33.4 kcal/mol
* F_max: 4.337 eV Å⁻¹
* calculated total energy: -818.9318 a.u.


[7]
C3H7NO | ωB97M-V with the def2-TZVPD basis set

The geometry in XYZ format:
```
12
Properties=species:S:1:pos:R:3
C -1.423 -0.244 1.547
C 0.558 0.528 -1.197
C -0.129 -0.576 -0.401
N -1.121 0.146 0.443
O 0.782 -1.279 0.327
H -2.021 0.348 2.256
H -0.941 -1.078 1.985
H -0.166 0.826 -2.062
H 1.609 0.354 -1.552
H 0.575 1.286 -0.454
H -0.774 -1.363 -0.932
H 1.315 -0.555 0.627
```

Values from the calculation:
* Kohn-Sham gap: 0.3820 Eh
* M: 73.1 g/mol
* energy above the lowest of the compared OMol25 structures with the same formula, charge and spin: 52.9 kcal/mol
* F_max: 4.479 eV Å⁻¹
* calculated total energy: -248.4421 a.u.
* SMILES string: C=N[C@@H](C)O


[8]
C25H48BrN3O3 | ωB97M-V with the def2-TZVPD basis set

The geometry in XYZ format:
```
80
Properties=species:S:1:pos:R:3
C 4.574 -1.929 0.986
C 4.520 -3.465 0.447
C 3.061 -3.609 -0.256
C 3.238 -3.093 -1.754
N 2.004 -3.120 -2.591
C 0.838 -2.585 -1.853
N -0.039 -3.563 -1.412
N -1.068 -2.986 -0.806
C -2.106 -3.990 -0.338
C -2.508 -3.822 1.198
C -4.024 -3.214 1.252
C -4.212 -1.996 2.274
C -5.259 -0.954 1.588
C -5.268 0.491 2.265
C -5.890 1.639 1.307
C -4.811 2.335 0.370
O -5.378 3.106 -0.715
C -4.221 3.544 -1.489
C -1.328 -1.657 -0.543
C -0.415 -0.532 -0.980
C -0.630 1.003 -0.706
C -0.164 1.400 0.807
C -1.416 1.825 1.737
Br 0.702 -0.137 1.767
C 0.785 -1.085 -1.746
C 1.902 -0.173 -2.379
C 2.741 0.678 -1.299
O 2.454 2.090 -1.528
H 4.110 -1.886 2.019
H 3.901 -1.334 0.270
H 5.608 -1.473 0.914
H 4.655 -4.170 1.322
H 5.357 -3.551 -0.326
H 2.710 -4.697 -0.186
H 2.374 -2.944 0.383
H 3.736 -2.061 -1.768
H 4.002 -3.788 -2.257
H 1.783 -4.080 -2.908
H -2.992 -3.879 -1.055
H -1.734 -5.059 -0.476
H -2.430 -4.799 1.787
H -1.864 -3.059 1.759
H -4.331 -2.812 0.219
H -4.750 -4.080 1.453
H -4.765 -2.415 3.188
H -3.257 -1.448 2.550
H -6.287 -1.435 1.757
H -5.109 -0.856 0.466
H -5.973 0.458 3.169
H -4.235 0.751 2.657
H -6.822 1.275 0.754
H -6.267 2.453 2.026
H -4.224 3.079 1.020
H -4.120 1.551 -0.112
H -4.482 4.401 -2.194
H -3.409 3.944 -0.792
H -3.773 2.654 -2.062
H -2.270 -1.379 0.032
H -1.762 1.188 -0.746
H -0.083 1.659 -1.451
H 0.572 2.260 0.817
H -1.121 1.544 2.809
H -2.257 1.104 1.458
H -1.694 2.916 1.631
H 1.376 0.586 -3.058
H 2.641 -0.722 -3.043
H 2.529 0.375 -0.220
H 3.871 0.553 -1.442
H 2.730 2.286 -2.451
C 4.532 3.746 -0.130
C 5.868 4.450 0.176
C 6.075 5.593 -0.839
O 6.855 3.560 0.011
H 4.509 3.323 -1.138
H 4.336 2.936 0.581
H 3.696 4.457 -0.054
H 5.735 4.940 1.162
H 6.103 5.230 -1.872
H 7.008 6.132 -0.645
H 5.255 6.323 -0.770
```

Values from the calculation:
* Kohn-Sham gap: 0.0618 Eh
* M: 518.6 g/mol
* F_max: 4.646 eV Å⁻¹
* calculated total energy: -3944.9638 a.u.


[9]
C2H2FHgO2 | ωB97M-V with the def2-TZVPD basis set

The geometry in XYZ format:
```
8
Properties=species:S:1:pos:R:3
Hg 0.533 0.463 -1.355
F 0.983 0.233 1.561
O 0.565 -1.119 -0.316
C -0.142 -0.805 0.758
C -1.286 0.069 0.435
O -1.166 0.875 -0.607
H -0.317 -1.594 1.505
H -2.062 0.270 1.182
```

Values from the calculation:
* Kohn-Sham gap (spin up / spin down): 0.1968 / 0.3001 Eh
* M: 277.6 g/mol
* energy above the lowest of the compared OMol25 structures with the same formula, charge and spin: 87.5 kcal/mol
* F_max: 11.547 eV Å⁻¹
* calculated total energy: -480.9644 a.u.
* expectation value of S²: 0.76
* 2S+1: 2


[10]
H2NOP | ωB97M-V with the def2-TZVPD basis set

The geometry in XYZ format:
```
5
Properties=species:S:1:pos:R:3
N -1.075 1.571 -1.306
O 0.003 1.947 0.566
P -0.241 0.720 -0.266
H -0.838 -0.244 0.542
H 1.001 0.163 -0.585
```

Values from the calculation:
* Kohn-Sham gap (spin up / spin down): 0.3105 / 0.3105 Eh
* M: 63.0 g/mol
* energy above the lowest of the compared OMol25 structures with the same formula, charge and spin: 124.5 kcal/mol
* F_max: 3.184 eV Å⁻¹
* calculated total energy: -472.3824 a.u.